The following is a DFT calculation (the ωB97M-V functional and the def2-TZVPD basis) of one molecule with the formula CH2N2S2.

Each atom is followed by the atoms it is bonded to, with distances in Å.
Element x y z (Å)
1 C -0.026 -0.489 0.455  N3 1.196, S4 1.700
2 N 2.276 -0.988 0.179  N3 1.217, H6 1.021
3 N 1.108 -0.649 0.115  C1 1.196, N2 1.217
4 S -1.492 -0.548 -0.404  C1 1.700, S5 2.117
5 S -2.802 1.028 0.130  S4 2.117, H7 1.336
6 H 2.898 -0.394 -0.369  N2 1.021
7 H -1.962 2.040 -0.106  S5 1.336

Calculated values
E in eV: -25716.8339
Relative energy (zero: lowest compared OMol25 entry of this formula, charge and spin) in kcal/mol: 54.83
HOMO-LUMO gap in eV: 8.5455

These are the Löwdin partial charges, in e, on atoms 1 to 4: -0.48 0.07 -0.23 0.45